(1)
C3H11ClN2Si | wB97M-V/def2-TZVPD

```
18
C3H11ClN2Si, DFT wB97M-V/def2-TZVPD
C 0.13076 -1.24402 2.35401
C -1.95846 0.81123 -1.85098
C -0.14136 -0.00498 1.44576
N 1.95733 -0.65859 -0.55278
N -0.71593 0.05580 -1.65530
Si 0.35155 -0.12002 -0.32629
Cl 2.28237 2.51254 -0.40400
H -0.51463 -2.07567 2.11428
H 1.14788 -1.56597 1.94376
H 0.10009 -1.00421 3.37629
H -1.86580 1.78758 -1.33217
H -2.06063 1.15272 -2.92526
H -2.65370 0.04480 -1.51779
H 0.47736 0.79365 1.95154
H -1.24106 0.16345 1.49250
H 2.33752 -0.81470 -1.39095
H 2.47753 0.12698 -0.17821
H -0.11083 0.03938 -2.54441
```

- Multiplicity: 1
- Total charge: 0
- LUMO energy: -0.15 eV
- ΔE to the lowest compared entry with this formula, charge and spin: 2.603 eV
- Largest force on an atom: 0.0926 hartree/bohr
- Calculated total energy: -980.0976 hartree

(2)
C3H11ClSi2 | wB97M-V/def2-TZVPD

```
17
C3H11ClSi2, DFT wB97M-V/def2-TZVPD
C -1.11543 0.02375 1.52026
Si -0.62940 -0.30857 -0.27907
C -1.23539 -2.02046 -0.78244
Si 1.65909 0.01872 -0.67338
C 1.70810 1.85248 -0.15732
Cl 2.95746 -1.03741 0.51278
H -2.27756 0.15656 1.50430
H -0.93894 -0.79724 2.12834
H -0.74552 0.88602 1.91532
H -1.00360 0.98772 -0.77886
H -0.64135 -2.85521 -0.13636
H -2.33254 -2.06036 -0.27025
H -1.14047 -2.39038 -1.78608
H 2.41055 -0.08385 -1.98155
H 1.84613 2.14623 0.84864
H 2.62205 2.21374 -0.60541
H 0.82848 2.38880 -0.78474
```

- Multiplicity: 1
- Total charge: 0
- LUMO energy: 0.78 eV
- ΔE to the lowest compared entry with this formula, charge and spin: 0.736 eV
- Largest force on an atom: 0.0845 hartree/bohr
- Structure (SMILES): C[SiH](C)[Si@@H](C)Cl
- Calculated total energy: -1160.0790 hartree

(3)
C3H11N | wB97M-V/def2-TZVPD

```
15
C3H11N, DFT wB97M-V/def2-TZVPD
C -1.85342 -0.16363 -0.55353
C -2.61423 -0.98271 -1.59600
H -2.29998 -0.23280 0.43952
H -0.84107 -0.50495 -0.30199
H -1.75054 0.86535 -0.89928
H -3.65465 -0.68638 -1.69468
H -2.57043 -2.04170 -1.31893
H -2.12864 -0.95448 -2.57346
C 2.87459 0.77591 0.89898
N 1.56014 0.35048 1.32530
H 3.15461 1.64578 1.49368
H 3.60668 0.02931 1.23016
H 3.07137 0.92864 -0.17213
H 1.33034 -0.56470 0.98238
H 0.85937 1.02750 1.04338
```

- Multiplicity: 1
- Total charge: 0
- LUMO energy: 1.03 eV
- ΔE to the lowest compared entry with this formula, charge and spin: 0.477 eV
- Largest force on an atom: 0.0242 hartree/bohr
- Structure (SMILES): CC.CN
- Calculated total energy: -175.6257 hartree

(4)
C3H11N | wB97M-V/def2-TZVPD

```
15
C3H11N, DFT wB97M-V/def2-TZVPD
C 1.16314 -0.78630 -0.70089
N 0.27488 -0.17942 0.28497
C 0.44188 -0.82001 1.56983
H 0.91978 -1.84924 -0.82772
H 2.18909 -0.62894 -0.41096
H 1.06702 -0.26585 -1.69001
H 0.54158 0.79450 0.22909
H 1.44392 -0.60955 1.98499
H -0.26217 -0.54728 2.40112
H 0.21320 -1.89624 1.55616
C -1.78049 1.57456 -1.02793
H -0.97625 2.30702 -0.93775
H -1.48289 0.88930 -1.81702
H -2.01120 1.10401 -0.09232
H -2.62778 2.15209 -1.43210
```

- Multiplicity: 1
- Total charge: 0
- LUMO energy: 1.04 eV
- ΔE to the lowest compared entry with this formula, charge and spin: 0.905 eV
- Largest force on an atom: 0.0339 hartree/bohr
- Structure (SMILES): CNC.C
- Calculated total energy: -175.6100 hartree

(5)
C3H11N2 | wB97M-V/def2-TZVPD

```
16
C3H11N2, DFT wB97M-V/def2-TZVPD
C -1.12304 -1.40483 2.05338
N 0.12801 -1.04306 1.66455
H -1.35717 -2.36751 2.49493
H -1.93439 -0.70326 1.90730
H 0.42495 0.14056 0.87118
H 0.71672 -1.86578 1.57215
C -0.16631 0.06497 -1.86395
C 0.88841 0.90571 -1.14929
N 0.40921 1.09896 0.25523
H -1.08865 0.62475 -2.01954
H 0.23636 -0.23648 -2.83137
H -0.43801 -0.78224 -1.23137
H 1.85041 0.41139 -1.09412
H 0.98828 1.88134 -1.62388
H 0.99342 1.78330 0.73342
H -0.52820 1.49220 0.26138
```

- Multiplicity: 2
- Total charge: 0
- LUMO energy (spin up / spin down): 0.47 / 0.45 eV
- ΔE to the lowest compared entry with this formula, charge and spin: 1.298 eV
- Largest force on an atom: 0.0523 hartree/bohr
- Calculated total energy: -230.2853 hartree

(6)
C3H11N2 | wB97M-V/def2-TZVPD

```
16
C3H11N2, DFT wB97M-V/def2-TZVPD
C 0.94648 -2.04350 1.72108
N 1.26588 -0.87611 0.72389
H 1.88953 -2.56103 2.10575
H 0.50749 -1.71942 2.68239
H 0.08085 -2.49270 1.40978
H 0.90536 -1.35939 -0.18896
H 2.19982 -0.55185 0.65662
H 0.72202 -0.01287 0.78552
C -0.64807 1.21092 -2.20962
C -1.53711 1.63421 0.01030
N -0.62941 1.07749 -0.72636
H 0.21046 2.00443 -2.40691
H -1.62649 1.63489 -2.63234
H -0.24345 0.30275 -2.77220
H -1.42245 1.72336 1.08087
H -2.62092 2.02883 -0.23980
```

- Multiplicity: 1
- Total charge: +1
- LUMO energy: -3.54 eV
- ΔE to the lowest compared entry with this formula, charge and spin: 2.827 eV
- Largest force on an atom: 0.0904 hartree/bohr
- Calculated total energy: -230.0785 hartree

(7)
C3H11N2 | wB97M-V/def2-TZVPD

```
16
C3H11N2, DFT wB97M-V/def2-TZVPD
C -1.26993 0.37044 -3.48545
C -2.20269 -0.02884 -2.31827
H -1.45379 1.42492 -3.80215
H -0.20905 0.34427 -3.17378
H -1.27849 -0.21239 -4.41054
H -3.12602 -0.58965 -2.54783
H -2.54774 0.81286 -1.69393
H -1.74746 -0.71168 -1.58053
N 1.86172 -0.26376 3.08694
C 0.94399 -0.43563 2.09803
N 0.87692 0.29532 1.03549
H 2.43304 0.54241 3.27549
H 1.75014 -0.94711 3.81460
H 0.49884 -1.42309 2.10875
H 0.45285 -0.03822 0.17895
H 1.24482 1.24658 1.05085
```

- Multiplicity: 1
- Total charge: +1
- LUMO energy: -4.40 eV
- ΔE to the lowest compared entry with this formula, charge and spin: 0.803 eV
- Largest force on an atom: 0.0679 hartree/bohr
- Calculated total energy: -230.1529 hartree

(8)
C3H11N2 | wB97M-V/def2-TZVPD

```
16
C3H11N2, DFT wB97M-V/def2-TZVPD
N 1.27266 -0.19892 1.09905
C 0.24762 0.84243 1.12242
C -0.98628 0.33317 0.40603
C -0.85700 0.09913 -1.08805
N 0.26003 -0.92634 -1.40084
H 2.15830 0.28640 1.06929
H 1.26383 -0.88954 1.83640
H 0.68957 1.71727 0.63062
H 0.07555 1.19745 2.14676
H -1.34147 -0.58597 0.92939
H -1.94475 0.84666 0.55941
H -0.68068 1.05743 -1.64272
H -1.75093 -0.36675 -1.51784
H 0.04025 -1.82592 -0.98214
H 0.49111 -0.95538 -2.38578
H 1.06215 -0.63115 -0.78201
```

- Multiplicity: 1
- Total charge: +1
- LUMO energy: -3.23 eV
- ΔE to the lowest compared entry with this formula, charge and spin: 0.423 eV
- Largest force on an atom: 0.0407 hartree/bohr
- Structure (SMILES): NCCC[NH3+]
- Calculated total energy: -230.1668 hartree

(9)
C3H11N2 | wB97M-V/def2-TZVPD

```
16
C3H11N2, DFT wB97M-V/def2-TZVPD
C -1.30733 -0.62516 -0.12489
N -2.06947 0.18732 -1.04667
C 0.14256 -0.51127 -0.34409
N 0.91773 -0.32156 0.84379
C 2.33168 0.06107 0.59176
H -1.55208 -1.70954 -0.21748
H -1.62652 -0.31248 0.84253
H -1.94701 1.17208 -0.80329
H -3.04622 0.01524 -0.87652
H 0.34412 0.22236 -1.20564
H 0.41258 -1.50781 -0.76717
H 0.11168 0.72408 0.72220
H -0.69438 2.00434 0.64781
H 2.95138 -0.78084 0.92412
H 2.60880 0.90707 1.29713
H 2.42247 0.47512 -0.48359
```

- Multiplicity: 2
- Total charge: +2
- LUMO energy (spin up / spin down): -12.50 / -14.13 eV
- ΔE to the lowest compared entry with this formula, charge and spin: 9.903 eV
- Largest force on an atom: 0.1112 hartree/bohr
- Calculated total energy: -229.3359 hartree

(10)
C3H11N2 | wB97M-V/def2-TZVPD

```
16
C3H11N2, DFT wB97M-V/def2-TZVPD
C 0.77147 0.24992 1.05032
C -0.66436 0.11349 0.87494
C -1.09580 0.68780 -0.46513
N -0.40293 -0.02791 -1.60021
N 1.29696 -0.97699 0.50996
H 1.19674 0.66658 1.99935
H 1.22547 1.08447 0.50663
H -1.23748 0.65463 1.78660
H -0.96108 -0.92966 0.91544
H -2.26770 0.63529 -0.59485
H -0.73724 1.78070 -0.48749
H -0.06950 0.45881 -2.39573
H -0.98602 -0.79005 -2.06363
H 2.36136 -0.97566 0.30682
H 1.15238 -1.94834 0.84449
H 0.41774 -0.68307 -1.18752
```

- Multiplicity: 2
- Total charge: +2
- LUMO energy (spin up / spin down): -7.77 / -13.85 eV
- ΔE to the lowest compared entry with this formula, charge and spin: 2.302 eV
- Largest force on an atom: 0.1061 hartree/bohr
- Calculated total energy: -229.6152 hartree

(11)
C3H11N2O | wB97M-V/def2-TZVPD

```
17
C3H11N2O, DFT wB97M-V/def2-TZVPD
C 0.10722 0.91207 2.19537
C -0.74153 0.51820 1.10460
O -0.39539 0.29194 -0.03114
N -2.10528 0.57917 1.36496
H -0.51427 1.00907 3.24457
H 0.43779 1.94170 1.97270
H -2.76233 0.35597 0.77861
H -2.31397 0.82677 2.26363
H 0.94618 0.24991 2.41634
C 1.40243 -0.32463 -2.04955
N 0.39868 -1.39465 -1.71680
H 0.12644 -1.88613 -2.59092
H 0.62415 -2.11566 -1.06243
H -0.48138 -1.08451 -1.37005
H 1.80905 0.37537 -1.31432
H 1.13635 0.41917 -2.81267
H 2.32587 -0.67376 -2.39290
```

- Multiplicity: 2
- Total charge: 0
- LUMO energy (spin up / spin down): 0.75 / 0.63 eV
- ΔE to the lowest compared entry with this formula, charge and spin: 1.937 eV
- Largest force on an atom: 0.1340 hartree/bohr
- Calculated total energy: -305.5006 hartree

(12)
C3H11N2O | wB97M-V/def2-TZVPD

```
17
C3H11N2O, DFT wB97M-V/def2-TZVPD
C -0.66685 1.27188 -0.17456
C -0.32284 0.13762 0.74915
C 0.92388 0.04902 1.49196
N 1.72718 1.09838 1.75437
N -0.83576 -1.10692 0.24998
H -0.51306 1.13479 -1.22535
H -0.08348 2.18625 0.02435
H -1.71043 1.45052 -0.08209
H 1.23031 -0.92990 1.71044
H 1.28485 1.98246 1.67119
H 2.68534 1.11278 1.90320
H -1.80234 -1.18020 0.41998
H -0.43040 -1.88512 0.74407
H -0.67993 -1.01757 -0.76834
H 0.28732 -1.73241 -3.27696
H -1.03268 -1.31348 -2.65987
O -0.06110 -1.25811 -2.53154
```

- Multiplicity: 1
- Total charge: +1
- LUMO energy: -3.23 eV
- ΔE to the lowest compared entry with this formula, charge and spin: 2.309 eV
- Largest force on an atom: 0.1120 hartree/bohr
- Calculated total energy: -305.3679 hartree

- Which value of largest force on an atom does entry 6 give?
  0.0904 hartree/bohr